# 1
Molecular formula: CH3NOS
Method: DFT, wB97M-V/def2-TZVPD

- lowest unoccupied orbital energy (alpha / beta) (eV) = -1.578 / -1.576
- Kohn-Sham gap (alpha / beta) (eV) = 7.29 / 7.30
- structure (SMILES) = C[N+]([O-])=S

```
! wB97M-V def2-TZVPD RIJCOSX def2/J DEFGRID3
* xyz 0 1
C 0.660 0.199 0.006
N -0.605 -0.441 0.031
O -0.778 -1.633 0.022
S -2.255 0.829 -0.030
H 0.543 1.263 0.194
H 1.122 0.045 -0.976
H 1.312 -0.262 0.754
*
```

---

# 2
Molecular formula: CH3NOS
Method: DFT, wB97M-V/def2-TZVPD

- lowest unoccupied orbital energy (eV) = 0.711
- Kohn-Sham gap (eV) = 10.57

```
! wB97M-V def2-TZVPD RIJCOSX def2/J DEFGRID3
* xyz 0 1
C -0.503 -0.376 -0.274
N 0.582 -0.421 0.641
O 0.972 1.853 -0.598
S 0.074 1.211 0.333
H -0.064 -0.628 -1.586
H -1.462 -0.820 -0.068
H 0.400 -0.821 1.552
*
```

---

# 3
Molecular formula: CH3NOS
Method: DFT, wB97M-V/def2-TZVPD

- lowest unoccupied orbital energy (eV) = 0.397
- Kohn-Sham gap (eV) = 9.64

```
! wB97M-V def2-TZVPD RIJCOSX def2/J DEFGRID3
* xyz 0 1
C 1.256 0.197 -0.269
N -0.389 -0.659 -0.316
O 2.391 0.123 0.151
S -1.764 0.403 -0.146
H 0.957 1.133 -0.813
H -0.479 -1.568 0.088
H -1.972 0.372 1.304
*
```

---

# 4
Molecular formula: CH3NOS2
Method: DFT, wB97M-V/def2-TZVPD

- lowest unoccupied orbital energy (eV) = 0.015
- Kohn-Sham gap (eV) = 9.16

```
! wB97M-V def2-TZVPD RIJCOSX def2/J DEFGRID3
* xyz 0 1
C 0.819 -0.172 0.242
N -0.468 -0.344 0.427
O -2.945 -0.307 0.743
S 1.725 1.195 -0.382
S -1.922 0.332 -0.119
H 1.544 -0.847 0.591
H 2.878 0.472 -0.075
H -1.632 -0.329 -1.426
*
```

---

# 5
Molecular formula: CH3NS2
Method: DFT, wB97M-V/def2-TZVPD

- lowest unoccupied orbital energy (eV) = 0.520
- Kohn-Sham gap (eV) = 10.11
- structure (SMILES) = N=C=S.S

```
! wB97M-V def2-TZVPD RIJCOSX def2/J DEFGRID3
* xyz 0 1
N 1.248 1.029 0.272
C 2.335 0.521 0.029
S 3.806 0.290 -0.308
H 0.432 0.484 0.440
S -2.149 -0.355 -0.102
H -2.137 -1.559 -0.462
H -3.536 -0.411 0.131
*
```

---

# 6
Molecular formula: CH3NS2
Method: DFT, wB97M-V/def2-TZVPD

- lowest unoccupied orbital energy (alpha / beta) (eV) = -1.998 / -2.032
- Kohn-Sham gap (alpha / beta) (eV) = 7.21 / 7.17

```
! wB97M-V def2-TZVPD RIJCOSX def2/J DEFGRID3
* xyz 0 1
C 0.177 -0.246 0.080
N 1.418 -0.888 -0.154
S 4.894 0.025 0.025
S 2.732 0.107 0.029
H 0.174 0.977 0.055
H -0.602 -0.553 -0.665
H -0.243 -0.653 1.144
*
```

---

# 7
Molecular formula: CH3NS2
Method: DFT, wB97M-V/def2-TZVPD

- lowest unoccupied orbital energy (eV) = 0.758
- Kohn-Sham gap (eV) = 9.33
- structure (SMILES) = S/C=N/S

```
! wB97M-V def2-TZVPD RIJCOSX def2/J DEFGRID3
* xyz 0 1
S 0.352 -2.158 0.323
C -0.452 -0.710 -0.163
N 0.077 0.396 0.135
S -0.443 1.875 -0.451
H 1.586 -1.457 0.389
H -1.311 -0.673 -0.739
H 0.190 2.727 0.507
*
```

---

# 8
Molecular formula: CH3NS2
Method: DFT, wB97M-V/def2-TZVPD

- lowest unoccupied orbital energy (alpha / beta) (eV) = -1.122 / -1.121
- Kohn-Sham gap (alpha / beta) (eV) = 6.85 / 6.85

```
! wB97M-V def2-TZVPD RIJCOSX def2/J DEFGRID3
* xyz 0 1
C 1.085 -0.261 0.040
N -1.425 0.318 0.184
S 3.345 -0.147 0.170
S 0.080 1.036 0.229
H 0.620 -1.292 -0.204
H -2.025 0.935 -0.328
H -1.679 -0.590 -0.091
*
```

---

# 9
Molecular formula: CH3O2
Method: DFT, wB97M-V/def2-TZVPD

- lowest unoccupied orbital energy (eV) = 4.338
- Kohn-Sham gap (eV) = 6.92

```
! wB97M-V def2-TZVPD RIJCOSX def2/J DEFGRID3
* xyz -1 1
O 1.911 -0.194 0.491
H 1.465 -0.374 1.338
O -2.010 -0.139 -0.673
C -0.856 0.134 -0.420
H -0.182 -0.307 0.311
H -0.328 0.881 -1.048
*
```

---

# 10
Molecular formula: CH3O2S
Method: DFT, wB97M-V/def2-TZVPD

- lowest unoccupied orbital energy (alpha / beta) (eV) = 4.286 / 3.718
- Kohn-Sham gap (alpha / beta) (eV) = 8.67 / 4.85

```
! wB97M-V def2-TZVPD RIJCOSX def2/J DEFGRID3
* xyz -1 1
C 0.885 1.200 -0.145
O -1.492 -1.040 1.486
O -0.364 -1.904 -0.636
S -1.468 -1.173 0.034
H 1.634 0.446 0.244
H 0.197 1.717 0.324
H 0.608 0.755 -1.307
*
```

---

# 11
Molecular formula: CH3O2S2
Method: DFT, wB97M-V/def2-TZVPD

- lowest unoccupied orbital energy (eV) = 3.530
- Kohn-Sham gap (eV) = 7.95

```
! wB97M-V def2-TZVPD RIJCOSX def2/J DEFGRID3
* xyz -1 1
O 1.228 -1.209 -1.191
C 0.314 -1.958 -0.774
O -0.788 -1.631 -0.291
H 0.506 -3.070 -0.829
S -0.076 1.504 -0.514
S -0.350 0.934 1.439
H 0.667 0.416 -0.878
H -1.052 -0.188 1.163
*
```

---

# 12
Molecular formula: CH3O2S2
Method: DFT, wB97M-V/def2-TZVPD

- lowest unoccupied orbital energy (eV) = 3.903
- Kohn-Sham gap (eV) = 7.19

```
! wB97M-V def2-TZVPD RIJCOSX def2/J DEFGRID3
* xyz -1 1
C 1.295 0.338 0.233
O 1.259 -0.756 1.021
O -0.412 -1.634 -0.573
S -2.971 -0.042 0.516
S -0.431 -0.578 0.444
H 1.929 0.331 -0.760
H 1.456 1.348 0.639
H -3.674 -1.144 0.197
*
```

---

# 13
Molecular formula: CH3O3
Method: DFT, wB97M-V/def2-TZVPD

- lowest unoccupied orbital energy (eV) = -5.757
- Kohn-Sham gap (eV) = 12.26

```
! wB97M-V def2-TZVPD RIJCOSX def2/J DEFGRID3
* xyz 1 1
C 1.160 0.053 -0.297
O -1.116 -0.447 -0.314
O 1.485 -1.020 -0.399
O -0.370 0.268 0.656
H 1.214 1.123 -0.532
H -1.723 0.338 -0.510
H -0.649 -0.314 1.396
*
```

---

# 14
Molecular formula: CH3O3P
Method: DFT, wB97M-V/def2-TZVPD

- lowest unoccupied orbital energy (alpha / beta) (eV) = -1.749 / -1.749
- Kohn-Sham gap (alpha / beta) (eV) = 6.65 / 6.65

```
! wB97M-V def2-TZVPD RIJCOSX def2/J DEFGRID3
* xyz 0 1
C -0.188 -0.911 0.799
O -0.090 1.730 -2.625
O 0.752 0.113 1.014
O 1.171 0.711 -0.115
P -0.592 1.736 -1.269
H 0.437 -1.726 0.579
H -0.782 -0.634 -0.011
H -0.709 -1.019 1.628
*
```

---

# 15
Molecular formula: CH3O3S2
Method: DFT, wB97M-V/def2-TZVPD

- ⟨S²⟩ = 2.006
- lowest unoccupied orbital energy (alpha / beta) (eV) = 3.565 / 1.535
- Kohn-Sham gap (alpha / beta) (eV) = 6.19 / 5.78

```
! wB97M-V def2-TZVPD RIJCOSX def2/J DEFGRID3
* xyz -1 3
C 0.410 1.263 0.437
O -3.951 0.419 -1.046
O -4.500 -1.628 0.148
O -2.298 -0.323 0.855
S -0.017 -0.282 0.679
S -3.432 -0.820 -0.555
H 0.198 1.691 -0.657
H 0.409 1.958 1.310
H -2.964 -0.241 1.610
*
```

---

# 16
Molecular formula: CH3O4S
Method: DFT, wB97M-V/def2-TZVPD

- lowest unoccupied orbital energy (eV) = 3.847
- Kohn-Sham gap (eV) = 7.56

```
! wB97M-V def2-TZVPD RIJCOSX def2/J DEFGRID3
* xyz -1 1
C -0.727 1.370 -0.007
O -0.375 -2.082 -0.070
O 1.705 -0.711 0.579
O -1.393 0.422 -0.342
O 0.449 1.431 0.486
S 1.167 -1.803 -0.541
H -1.259 2.394 -0.120
H -0.671 -1.171 -0.298
H 1.104 0.151 0.314
*
```

---

# 17
Molecular formula: CH3PS
Method: DFT, wB97M-V/def2-TZVPD

- lowest unoccupied orbital energy (alpha / beta) (eV) = -1.387 / -1.408
- Kohn-Sham gap (alpha / beta) (eV) = 7.41 / 7.39

```
! wB97M-V def2-TZVPD RIJCOSX def2/J DEFGRID3
* xyz 0 1
C 0.412 0.279 1.334
P -0.750 -0.477 -3.212
S -1.079 -0.276 1.015
H 0.620 1.319 1.646
H 1.310 -0.388 1.087
H -0.512 -0.456 -1.870
*
```

---

# 18
Molecular formula: CH3PS
Method: DFT, wB97M-V/def2-TZVPD

- lowest unoccupied orbital energy (eV) = -0.656
- Kohn-Sham gap (eV) = 7.62
- structure (SMILES) = C=[PH]=S

```
! wB97M-V def2-TZVPD RIJCOSX def2/J DEFGRID3
* xyz 0 1
C -0.280 0.002 -0.499
P 1.069 -0.929 -0.007
S 2.477 0.411 -0.070
H 0.019 1.052 -0.713
H -1.234 -0.444 -0.776
H 1.049 -2.293 0.572
*
```

---

# 19
Molecular formula: CH3PS
Method: DFT, wB97M-V/def2-TZVPD

- lowest unoccupied orbital energy (alpha / beta) (eV) = -1.408 / -1.783
- Kohn-Sham gap (alpha / beta) (eV) = 8.00 / 7.09

```
! wB97M-V def2-TZVPD RIJCOSX def2/J DEFGRID3
* xyz 0 1
C -0.063 -0.144 0.230
P -0.611 -0.646 1.937
S -1.565 1.821 2.809
H -0.608 -0.894 -0.418
H -0.449 0.981 0.252
H 0.997 -0.391 0.224
*
```

---

# 20
Molecular formula: CH4
Method: DFT, wB97M-V/def2-TZVPD

- lowest unoccupied orbital energy (eV) = 1.275
- Kohn-Sham gap (eV) = 13.26
- structure (SMILES) = C

```
! wB97M-V def2-TZVPD RIJCOSX def2/J DEFGRID3
* xyz 0 1
C -0.091 0.006 -0.060
H 1.035 -0.086 -0.562
H -0.179 1.000 0.215
H 0.262 -0.524 0.790
H -1.027 -0.396 -0.383
*
```

---

DFT total energy per entry: -15454.352, -15455.547, -15455.617, -26290.820, -24245.385, -24242.666, -24244.701, -24241.872, -5179.346, -16013.550, -26852.896, -26849.570, -7215.489, -16511.830, -28895.890, -20112.127, -21205.367, -21207.321, -21205.713, -1101.047 eV
Relative energy (zero: lowest compared OMol25 entry of this formula, charge and spin) per entry: 430.1, 314.7, 307.9, 207.4, 70.5, 332.8, 136.5, 409.4, 94.4, 408.2, 0.0, 320.8, 34.5, 595.1, 193.5, 48.1, 345.1, 156.5, 311.7, 74.2 kJ/mol